No. 1
A cluster of 8 separate species, C23H53FN16O9P in total in a non-equilibrium geometry, computed with ωB97M-V with the def2-TZVPD basis set.

Geometry as XYZ:
```
103
Properties=species:S:1:pos:R:3:lowdin_charge:R:1
C 4.7854 2.5446 1.6484 -0.1086
C 3.9605 2.2482 0.3008 -0.4189
C 2.7009 3.2710 0.1641 -0.0664
C 3.5683 0.7046 0.0552 -0.2344
P 2.7846 -0.1882 1.5156 1.0773
F 3.6134 -0.0341 2.9967 -0.2120
C 2.8511 -2.0512 1.0858 -0.2384
C 2.4403 -2.9979 2.3311 -0.1333
C 3.4743 -4.2462 2.3406 -0.4052
N 4.8901 -4.1573 2.7432 0.0865
O 3.0480 -5.3769 1.9838 0.0599
C 0.9833 0.2259 1.8376 -0.2398
C 0.0361 -0.0315 0.5381 -0.1192
C -1.2594 0.9379 0.5416 -0.3731
O -1.3642 1.8230 -0.3501 0.0540
N -2.2332 0.7114 1.6216 0.0359
C -3.4487 0.0083 1.1523 -0.2021
C -4.3733 -0.6442 2.2475 -0.0101
C -5.6603 -1.4440 1.8586 -0.0486
C -6.1094 -1.6336 0.3728 -0.0496
C -5.1984 -0.9496 -0.7043 -0.0581
C -3.9005 -0.1501 -0.3199 -0.0206
H 5.4295 1.6455 1.9907 0.0813
H 4.1103 2.8405 2.5262 0.0752
H 5.4985 3.4256 1.4415 0.0916
H 4.6623 2.5398 -0.5713 0.1267
H 3.1556 4.3204 0.3101 0.0996
H 1.8485 3.0378 0.8838 0.0729
H 2.3882 3.2338 -0.9479 0.0796
H 2.7877 0.7014 -0.8011 0.0905
H 4.4689 0.1038 -0.3053 0.1181
H 2.3041 -2.2871 0.1123 0.1215
H 3.9709 -2.2725 0.8787 0.0999
H 1.4108 -3.4422 2.0689 0.1289
H 2.4085 -2.4429 3.3316 0.1167
H 5.0232 -3.6496 3.6291 0.0892
H 5.4875 -3.7899 1.9899 0.0851
H 0.8117 1.3017 2.2296 0.1171
H 0.5750 -0.4676 2.6711 0.1206
H -0.3460 -1.1117 0.5698 0.1289
H 0.6514 0.1064 -0.4300 0.1019
H -2.4589 1.5786 2.1302 0.1393
H -4.1462 -0.5589 3.3651 0.0791
H -6.2932 -1.9307 2.6730 0.0775
H -7.0379 -2.2252 0.0644 0.0961
H -5.4594 -1.0547 -1.8152 0.0800
H -3.3008 0.3149 -1.1676 0.0791
C -5.1316 -4.2603 -2.9932 -0.6858
O -5.5493 -3.6379 -2.0258 0.0048
N -5.1344 -3.7552 -4.2505 0.1604
N -4.6269 -5.5159 -2.8956 0.1486
H -4.7943 -4.2594 -5.0515 0.0720
H -5.5008 -2.8268 -4.3737 0.0935
H -4.6042 -5.9343 -1.9806 0.1047
H -4.2822 -6.0352 -3.6825 0.0961
C -5.4772 -2.6668 -7.8132 -0.6911
O -5.2254 -3.7359 -7.2721 0.0037
N -5.1974 -1.4694 -7.2443 0.1622
N -6.0598 -2.5829 -9.0339 0.1560
H -5.4007 -0.5863 -7.6828 0.0696
H -4.7629 -1.4796 -6.3371 0.0965
H -6.2870 -3.4470 -9.4974 0.1087
H -6.2706 -1.7117 -9.4864 0.0998
C -3.3218 1.7664 -8.8316 -0.6932
O -4.3462 1.4232 -8.2602 0.0141
N -3.1256 3.0256 -9.2922 0.1538
N -2.2876 0.9182 -9.0569 0.1518
H -2.2884 3.3175 -9.7628 0.0973
H -3.8673 3.6910 -9.1477 0.1115
H -2.3886 -0.0296 -8.7320 0.1049
H -1.4425 1.1899 -9.5253 0.0953
C 3.4746 1.5398 -3.7123 -0.6713
O 4.1896 1.6158 -2.7196 0.0088
N 3.9726 1.4225 -4.9653 0.1632
N 2.1196 1.5662 -3.6474 0.1646
H 3.3965 1.3598 -5.7851 0.1026
H 4.9744 1.3988 -5.0640 0.1143
H 1.7015 1.6535 -2.7361 0.0857
H 1.5266 1.5048 -4.4554 0.1048
C -4.7048 -3.1187 5.4676 -0.6961
O -5.6722 -2.4799 5.0843 0.0142
N -4.6565 -4.4732 5.4270 0.1519
N -3.5885 -2.5320 5.9698 0.1476
H -3.8664 -5.0074 5.7398 0.0940
H -5.4626 -4.9531 5.0621 0.1100
H -3.5783 -1.5269 6.0201 0.1033
H -2.7886 -3.0482 6.2876 0.0919
C 2.4737 2.9669 5.9233 -0.7062
O 1.4295 2.4546 5.5374 -0.0081
N 3.6930 2.4363 5.6567 0.1565
N 2.5096 4.1069 6.6491 0.1667
H 4.5560 2.8496 5.9686 0.0778
H 3.7198 1.5868 5.1183 0.0781
H 1.6294 4.5402 6.8734 0.1103
H 3.3647 4.5316 6.9684 0.0766
C 6.9388 4.9243 6.5264 -0.6891
O 5.7934 4.8295 6.9472 0.0075
N 8.0241 4.6446 7.2864 0.1591
N 7.2256 5.3179 5.2612 0.1547
H 8.9674 4.7194 6.9511 0.1006
H 7.8601 4.3482 8.2346 0.1131
H 6.4495 5.5371 4.6588 0.1075
H 8.1613 5.3990 4.9066 0.0988
```

DFT total energy: -2902.5384 hartree
charge: +1
max |F|: 0.096 hartree/bohr
HOMO-LUMO gap: 6.449 eV

---

No. 2
A structure of composition C23H53N2O10PRuSe2SiTe, computed with ωB97M-V with the def2-TZVPD basis set.

Geometry as XYZ:
```
94
Properties=species:S:1:pos:R:3:lowdin_spin:R:1
Ru 1.1059 0.5315 -0.0040 3.7535
O 5.5473 4.2013 -0.3993 0.0007
C 5.2663 3.2847 0.6550 0.0006
C 4.0229 2.4534 0.3153 0.0084
C 3.7455 1.6371 1.5872 0.0062
O 3.0981 0.4219 1.2682 0.0785
C 4.4022 1.5213 -0.8488 0.0348
Se 2.9338 0.7138 -1.8777 0.2851
C 2.8909 3.4336 -0.0712 0.0451
Se 1.0516 2.9991 0.4808 0.3150
H 6.3065 4.7307 -0.1441 0.0000
H 5.0854 3.8261 1.5932 0.0002
H 6.1177 2.6093 0.8058 0.0003
H 3.1439 2.2278 2.2864 0.0025
H 4.7031 1.3970 2.0689 0.0018
H 2.9607 -0.1350 2.0879 0.0005
H 5.0310 0.7151 -0.4668 0.0029
H 4.9802 2.0929 -1.5740 0.0063
H 2.8834 3.5585 -1.1528 0.0047
H 3.0894 4.4085 0.3741 0.0059
C -0.2357 -4.0355 1.7263 0.0004
C -0.1974 -3.5982 3.1725 0.0022
O 1.0609 -2.9862 3.4816 0.0021
P 1.3064 -1.4070 3.6805 0.0161
O 2.7277 -1.1012 3.3599 0.0032
Te -0.3714 -0.1083 2.5818 0.1117
O 1.1588 -1.2265 5.2803 0.0049
C -0.0611 -1.5759 5.9270 0.0055
C -0.0176 -1.0322 7.3372 0.0004
H -1.1740 -4.5573 1.5219 0.0000
H 0.5970 -4.7056 1.5057 0.0001
H -0.1602 -3.1662 1.0741 0.0002
H -0.2907 -4.4501 3.8510 0.0001
H -1.0135 -2.9005 3.3747 0.0025
H -0.1672 -2.6658 5.9319 0.0001
H -0.9055 -1.1497 5.3751 0.0062
H 0.8364 -1.4411 7.8782 0.0002
H -0.9313 -1.2973 7.8723 0.0000
H 0.0737 0.0536 7.3177 0.0001
C -0.2870 2.7065 -4.2507 0.0002
C -1.1946 1.4966 -4.0673 0.0000
C -2.4021 1.5635 -4.9962 0.0000
C -0.4062 0.2134 -4.3205 0.0003
O -1.6947 1.5680 -2.7313 -0.0001
Si -1.7621 0.4322 -1.5535 0.0192
O -0.3635 -0.2744 -1.2130 0.1938
O -2.8790 -0.6578 -2.0932 0.0051
C -3.2447 -1.9157 -1.5197 0.0002
C -4.6929 -2.1566 -1.9305 0.0001
C -2.3425 -2.9936 -2.1112 0.0007
C -3.1190 -1.8979 -0.0002 0.0006
O -2.2551 1.2071 -0.1950 0.0041
C -3.2619 2.1983 0.0129 0.0000
C -2.7118 3.5618 -0.3916 0.0010
C -4.5160 1.8660 -0.7906 0.0002
C -3.5606 2.1685 1.5063 0.0001
H 0.1041 2.7491 -5.2701 0.0000
H 0.5500 2.6467 -3.5527 0.0003
H -0.8441 3.6228 -4.0472 0.0000
H -2.0899 1.5560 -6.0431 0.0000
H -2.9668 2.4777 -4.8044 0.0000
H -3.0550 0.7081 -4.8133 0.0000
H -0.0751 0.1886 -5.3613 0.0001
H -1.0297 -0.6642 -4.1340 0.0002
H 0.4707 0.1705 -3.6742 -0.0004
H -4.7825 -2.1226 -3.0176 0.0000
H -5.3381 -1.3847 -1.5080 0.0000
H -5.0365 -3.1315 -1.5778 0.0000
H -2.4074 -2.9762 -3.2013 0.0000
H -2.6403 -3.9838 -1.7583 0.0000
H -1.3079 -2.8225 -1.8169 0.0004
H -3.7496 -1.1188 0.4318 0.0000
H -2.0903 -1.7043 0.3102 0.0001
H -3.4265 -2.8631 0.4095 0.0000
H -2.4473 3.5615 -1.4487 0.0001
H -1.8131 3.7901 0.1823 0.0020
H -3.4582 4.3390 -0.2073 0.0000
H -4.2991 1.8611 -1.8604 0.0000
H -5.2920 2.6094 -0.5950 0.0000
H -4.8967 0.8815 -0.5130 0.0000
H -2.6486 2.3696 2.0705 0.0002
H -3.9290 1.1832 1.7987 0.0002
H -4.3105 2.9192 1.7657 0.0000
C 4.2878 -2.6193 0.4397 0.0006
N 3.3993 -2.9214 -0.6732 0.0056
C 2.1560 -2.3660 -0.6849 0.0104
N 1.4286 -2.4686 -1.8391 0.0009
O 1.6744 -1.8542 0.3298 0.0429
H 5.0618 -3.3842 0.4951 0.0000
H 3.7113 -2.6215 1.3621 0.0001
H 4.7443 -1.6325 0.3356 0.0003
H 3.8300 -3.0531 -1.5733 0.0006
H 1.9510 -2.5070 -2.7000 0.0003
H 0.6578 -1.7978 -1.8447 0.0004
```

DFT total energy: -7567.1311 hartree
charge: -1
spin multiplicity: 6
max |F|: 0.003 hartree/bohr
HOMO-LUMO gap (spin up / spin down): 6.135 / 6.458 eV

---

No. 3
A structure of composition C23H53N8O14S in a non-equilibrium geometry, computed with ωB97M-V with the def2-TZVPD basis set.

Geometry as XYZ:
```
99
Properties=species:S:1:pos:R:3:lowdin_charge:R:1
N -9.0075 19.2547 7.4459 -0.4840
O -8.1786 18.3388 7.2520 -0.0386
O -8.9826 20.3087 6.7994 -0.0579
O -9.8487 19.0725 8.3609 -0.0362
C -7.8257 16.1597 5.1902 -0.1853
C -6.8460 17.2367 4.6885 -0.1727
O -6.1123 16.6260 3.6256 -0.1882
S -6.7360 15.1986 3.2383 0.6605
O -5.7087 14.2539 2.9135 -0.2259
O -7.8955 15.3761 2.4059 -0.2385
O -7.2716 14.9198 4.7657 -0.1879
H -8.8088 16.3355 4.7515 0.1241
H -7.8136 16.1227 6.2733 0.1133
H -6.1518 17.4620 5.5018 0.0415
H -7.2478 18.2023 4.3898 0.1383
C -8.4839 22.7557 13.1545 -0.0038
C -8.4162 21.3397 12.6439 -0.5625
O -7.5204 20.6096 13.0539 0.0261
N -9.3414 20.9349 11.7649 0.0342
C -9.3385 19.6232 11.1523 -0.0646
H -7.9169 23.4864 12.5811 0.0619
H -8.1465 22.6989 14.1856 0.0803
H -9.4907 23.1855 13.1061 0.0737
H -10.0338 21.6053 11.4493 0.0912
H -8.4766 19.4871 10.4969 0.0500
H -10.2031 19.6107 10.4860 0.0656
H -9.4254 18.8012 11.8592 0.0976
C -11.3226 19.9766 4.7471 0.0080
C -12.1273 19.8298 3.4713 -0.5582
O -12.2714 20.7590 2.6984 0.0426
N -12.5838 18.5846 3.2459 0.0063
C -13.3332 18.2158 2.0595 -0.0752
H -11.7069 19.3409 5.5458 0.0656
H -11.2721 21.0160 5.0496 0.0639
H -10.3148 19.6257 4.5133 0.0838
H -12.5348 17.8619 3.9394 0.1272
H -12.9478 17.2861 1.6427 0.0788
H -13.2457 18.9731 1.2836 0.0795
H -14.4057 18.1127 2.2328 0.0794
C -6.4347 22.4994 5.0687 0.0158
C -7.6208 23.4305 4.8915 -0.5384
O -7.4740 24.5146 4.3381 0.0296
N -8.8057 23.0114 5.3764 -0.0020
C -10.0032 23.7908 5.2150 -0.0873
H -5.5376 22.9976 4.7104 0.0868
H -6.5569 21.6746 4.3593 0.0916
H -6.3133 22.1469 6.0898 0.0232
H -8.8391 22.1026 5.8113 0.0815
H -9.9990 24.7490 5.7362 0.0886
H -10.8999 23.2744 5.5601 0.0701
H -10.1899 23.9457 4.1499 0.0950
C -6.7167 21.4850 8.0635 -0.0212
C -5.6574 20.4530 7.8730 -0.5275
O -4.5678 20.5468 8.4386 0.0194
N -5.9231 19.3581 7.0921 0.0264
C -5.0965 18.1781 6.9993 -0.0751
H -6.8858 21.4902 9.1432 0.1036
H -7.6660 21.2783 7.5760 0.0241
H -6.3391 22.4526 7.7370 0.0860
H -6.9143 19.2305 6.9308 0.0403
H -5.6892 17.3084 7.2880 0.0883
H -4.2107 18.1900 7.6252 0.0947
H -4.8019 18.0487 5.9562 0.0779
C -12.8466 21.0786 9.1608 -0.0014
C -13.6250 19.9153 8.6102 -0.5619
O -14.8495 19.8745 8.6647 0.0235
N -12.8537 18.8935 8.2083 0.0089
C -13.3136 17.5787 7.8031 -0.0697
H -11.7688 20.9838 9.0598 0.0382
H -13.1774 21.2731 10.1754 0.0946
H -13.0896 21.9198 8.5014 0.0903
H -11.8617 19.0239 8.3327 0.0732
H -12.3887 17.1237 7.4284 0.0707
H -14.1068 17.5582 7.0642 0.0800
H -13.5505 16.9580 8.6723 0.0823
C -7.0566 17.4109 10.6809 -0.0059
C -8.0302 16.2752 10.6059 -0.5552
O -7.9585 15.3485 11.4086 0.0203
N -8.9366 16.3407 9.6100 0.0248
C -9.8825 15.2754 9.3539 -0.0659
H -7.2982 18.2344 9.9989 0.0456
H -6.0625 17.0791 10.3827 0.0898
H -7.0457 17.8658 11.6696 0.0873
H -8.8057 17.0373 8.8877 0.0796
H -10.8559 15.7185 9.1503 0.0664
H -10.0226 14.6250 10.2153 0.0800
H -9.5634 14.5991 8.5596 0.0790
C -9.9076 22.7520 8.2024 -0.0006
C -9.9588 23.4634 9.5417 -0.5165
O -10.7799 23.1561 10.4067 0.0087
N -9.1008 24.4810 9.6509 0.0315
C -9.0665 25.4896 10.7091 -0.0614
H -10.9402 22.7339 7.8595 0.0825
H -9.5746 21.7243 8.3666 0.0606
H -9.2220 23.1013 7.4319 0.0507
H -8.6678 24.8396 8.8178 0.1313
H -9.9357 25.4561 11.3574 0.0846
H -8.9468 26.4814 10.2741 0.0807
H -8.1612 25.3528 11.3028 0.0678
```

DFT total energy: -2797.8312 hartree
charge: -1
max |F|: 0.053 hartree/bohr
HOMO-LUMO gap: 9.249 eV